No. 1
Here is one molecule with the formula C5H10O2 from OMol25. Energies are from ωB97M-V/def2-TZVPD.

Output
Gap between HOMO and LUMO ... 10.4 eV
F_max ... 0.47 eV/Å

The geometry in XYZ format:
```
17
Properties=species:S:1:pos:R:3:forces:R:3
O 2.398175 0.128928 0.909610 0.285 -0.021 0.053
C 1.585783 -0.589484 0.002624 -0.307 -0.197 -0.298
C 0.129335 -0.298087 0.300663 -0.027 -0.041 0.033
C -0.351014 1.140597 0.090656 0.036 0.055 -0.020
C -1.864700 0.937961 -0.015479 -0.009 0.284 0.119
O -2.061546 -0.362979 -0.564571 -0.116 -0.043 -0.054
C -0.819456 -1.038543 -0.640377 0.221 -0.204 -0.038
H 3.307512 -0.172259 0.795893 -0.138 0.139 0.074
H 1.810053 -0.312730 -1.041468 -0.021 0.022 0.163
H 1.752916 -1.675135 0.098093 0.015 0.178 -0.004
H -0.075158 -0.591794 1.339246 -0.001 0.004 -0.140
H -0.067708 1.822353 0.896589 -0.036 -0.125 -0.109
H 0.052257 1.535934 -0.851337 -0.037 -0.075 0.128
H -2.358360 1.672937 -0.660945 0.106 -0.084 0.076
H -2.341869 0.982541 0.974021 0.083 -0.018 -0.127
H -0.429949 -0.997926 -1.673108 -0.061 -0.024 0.148
H -0.971698 -2.090419 -0.375418 0.006 0.148 -0.003
```
Forces are in eV/Å.

No. 2
Here is a 2-piece molecular cluster, C11H18 overall from OMol25. Energies are from ωB97M-V/def2-TZVPD.

Output
Gap between HOMO and LUMO ... 10.0 eV
F_max ... 1.48 eV/Å

The geometry in XYZ format:
```
29
Properties=species:S:1:pos:R:3:forces:R:3
C 0.312816 -1.460214 -2.204329 -0.170 -0.114 0.504
C -0.871781 -1.532524 -1.266625 0.595 -0.204 -0.825
C -1.711672 -0.446870 -1.129175 -0.969 -0.230 0.717
C -2.848467 -0.568776 -0.314615 0.639 0.059 -0.080
C -3.067850 -1.757634 0.343915 -0.244 -0.521 0.425
C -2.240835 -2.864081 0.178230 0.538 0.260 -0.220
C -1.128660 -2.756039 -0.647633 -0.620 0.280 -0.170
H 0.509629 -0.425565 -2.476747 0.092 -0.082 -0.245
H 0.108091 -2.073721 -3.087303 0.208 0.208 -0.013
H 1.185856 -1.863647 -1.682664 0.062 0.057 -0.277
H -1.525297 0.469428 -1.660989 0.158 0.207 -0.095
H -3.529373 0.250494 -0.136323 0.022 0.158 -0.194
H -3.900758 -1.872056 1.021414 -0.198 0.166 0.005
H -2.457388 -3.767326 0.723259 -0.044 -0.243 -0.044
H -0.507814 -3.596012 -0.953616 -0.044 0.004 0.516
C 0.966270 2.135772 -0.362476 -0.199 -0.673 0.468
C 1.251832 1.474525 0.981918 0.982 -0.373 0.295
C 2.609347 0.725377 0.964941 -0.794 0.379 1.192
C 1.221043 2.486375 2.137185 0.249 -0.014 0.074
H 1.779384 2.813805 -0.626593 -0.150 0.161 0.007
H 0.011881 2.656214 -0.265084 0.074 0.184 -0.435
H 0.902194 1.357737 -1.130026 -0.111 0.257 -0.054
H 0.541253 0.681243 1.194806 -0.531 0.054 -0.169
H 3.423149 1.436734 0.836641 0.218 -0.182 -0.485
H 2.744316 0.303734 1.974625 0.072 -0.041 -0.318
H 2.578763 -0.111217 0.274117 0.360 0.139 -0.365
H 1.353586 3.497767 1.775122 0.333 0.308 -0.182
H 0.277186 2.526991 2.668050 -0.282 -0.284 0.088
H 2.013300 2.279487 2.869977 -0.247 0.077 -0.119
```
Forces are in eV/Å.

Copy entry 2 word for word.
Here is a 2-piece molecular cluster, C11H18 overall from OMol25. Energies are from ωB97M-V/def2-TZVPD.

Output
Gap between HOMO and LUMO ... 10.0 eV
F_max ... 1.48 eV/Å

The geometry in XYZ format:
```
29
Properties=species:S:1:pos:R:3:forces:R:3
C 0.312816 -1.460214 -2.204329 -0.170 -0.114 0.504
C -0.871781 -1.532524 -1.266625 0.595 -0.204 -0.825
C -1.711672 -0.446870 -1.129175 -0.969 -0.230 0.717
C -2.848467 -0.568776 -0.314615 0.639 0.059 -0.080
C -3.067850 -1.757634 0.343915 -0.244 -0.521 0.425
C -2.240835 -2.864081 0.178230 0.538 0.260 -0.220
C -1.128660 -2.756039 -0.647633 -0.620 0.280 -0.170
H 0.509629 -0.425565 -2.476747 0.092 -0.082 -0.245
H 0.108091 -2.073721 -3.087303 0.208 0.208 -0.013
H 1.185856 -1.863647 -1.682664 0.062 0.057 -0.277
H -1.525297 0.469428 -1.660989 0.158 0.207 -0.095
H -3.529373 0.250494 -0.136323 0.022 0.158 -0.194
H -3.900758 -1.872056 1.021414 -0.198 0.166 0.005
H -2.457388 -3.767326 0.723259 -0.044 -0.243 -0.044
H -0.507814 -3.596012 -0.953616 -0.044 0.004 0.516
C 0.966270 2.135772 -0.362476 -0.199 -0.673 0.468
C 1.251832 1.474525 0.981918 0.982 -0.373 0.295
C 2.609347 0.725377 0.964941 -0.794 0.379 1.192
C 1.221043 2.486375 2.137185 0.249 -0.014 0.074
H 1.779384 2.813805 -0.626593 -0.150 0.161 0.007
H 0.011881 2.656214 -0.265084 0.074 0.184 -0.435
H 0.902194 1.357737 -1.130026 -0.111 0.257 -0.054
H 0.541253 0.681243 1.194806 -0.531 0.054 -0.169
H 3.423149 1.436734 0.836641 0.218 -0.182 -0.485
H 2.744316 0.303734 1.974625 0.072 -0.041 -0.318
H 2.578763 -0.111217 0.274117 0.360 0.139 -0.365
H 1.353586 3.497767 1.775122 0.333 0.308 -0.182
H 0.277186 2.526991 2.668050 -0.282 -0.284 0.088
H 2.013300 2.279487 2.869977 -0.247 0.077 -0.119
```
Forces are in eV/Å.